[1]
DFT (wB97M-V/def2-TZVPD) results for the molecule C4H5N3O at a distorted geometry.

Summary:
Relative energy (zero: lowest compared OMol25 entry of this formula, charge and spin) = 289.6 kJ/mol
Kohn-Sham gap = 8.46 eV
Multiplicity = 1
HOMO level = -9.0837 eV
Lowest unoccupied orbital energy = -0.6 eV

Each line ends with the Mulliken charge.
Positions of all 13 atoms, in Å:
C  -1.4576  -0.9217  -0.0360  0.4478
H  1.8742  -0.3936  -1.1499  0.2346
C  -0.6218  0.5344  0.0534  0.7299
H  -1.5101  2.5899  0.0565  0.5196
O  -1.1266  -2.0663  -0.1129  -0.5413
N  -2.7159  -0.3473  -0.0187  0.2126
N  -2.8067  1.0037  -0.0689  -0.6610
H  1.1343  -1.2259  0.2948  0.2996
C  1.6437  -0.3176  -0.0334  -0.6283
N  0.6501  0.7016  0.1003  -0.5327
H  -3.5340  -0.8264  0.1310  0.2074
H  2.6244  -0.0203  0.5010  0.2254
C  -1.6295  1.5686  -0.0286  -0.5136



[2]
DFT (wB97M-V/def2-TZVPD) results for a structure of composition C4H5N3O at a distorted geometry.

Summary:
Relative energy (zero: lowest compared OMol25 entry of this formula, charge and spin) = 329.7 kJ/mol
Kohn-Sham gap (spin up / spin down) = 8.61 / 8.61 eV
Multiplicity = 1
HOMO level (spin up / spin down) = -8.2148 / -8.2119 eV
Lowest unoccupied orbital energy (spin up / spin down) = 0.4 / 0.4 eV

Each line ends with the Mulliken charge.
Positions of all 13 atoms, in Å:
H  0.6006  -2.1384  -0.7555  0.3051
C  0.1862  1.0248  -0.0403  0.3199
C  -0.9633  -0.1702  2.2593  0.6568
H  -1.1145  -1.8952  -1.0309  0.2986
H  0.0831  -0.8971  -1.9173  0.3460
O  -1.5923  0.1945  3.1588  -0.3735
N  1.2007  1.5011  -0.8386  -0.4409
N  -0.9634  1.4231  0.2803  -0.6740
H  2.1155  1.0964  -0.7017  0.2407
H  1.1950  2.5024  -0.9731  0.2551
N  -0.4326  -0.8785  1.3889  -0.4626
C  -0.1600  -0.3853  0.1408  0.6440
C  -0.1551  -1.3775  -0.9708  -1.1152



[3]
DFT (wB97M-V/def2-TZVPD) results for the molecule C4H5N3O at a distorted geometry.

Summary:
Relative energy (zero: lowest compared OMol25 entry of this formula, charge and spin) = 406.4 kJ/mol
Kohn-Sham gap = 9.63 eV
Multiplicity = 1
HOMO level = -9.0095 eV
Lowest unoccupied orbital energy = 0.6 eV

Each line ends with the Mulliken charge.
Positions of all 13 atoms, in Å:
C  0.9765  -1.2259  0.0092  0.0756
H  1.6274  2.2205  -0.0699  0.2752
H  1.2115  -2.3556  -0.2228  0.3334
C  -0.1676  1.0328  0.0320  0.0482
C  1.8711  -0.0355  0.0610  0.4906
C  1.1216  1.1887  0.0787  -0.7086
H  -0.7870  1.8513  -0.3275  0.3574
N  -0.9286  -0.0312  -0.0510  0.6050
O  3.0502  -0.2789  -0.0206  -0.5942
H  -2.7739  -0.9570  -0.5279  0.3294
H  -2.5432  -0.1142  0.9620  0.2594
N  -2.3530  -0.0383  -0.0352  -0.7644
N  -0.3051  -1.2566  0.1120  -0.7071



[4]
DFT (wB97M-V/def2-TZVPD) results for the molecule C4H5N3O at a distorted geometry.

Summary:
Relative energy (zero: lowest compared OMol25 entry of this formula, charge and spin) = 610.4 kJ/mol
Kohn-Sham gap = 8.24 eV
Multiplicity = 1
HOMO level = -9.2008 eV
Lowest unoccupied orbital energy = -1.0 eV

Each line ends with the Mulliken charge.
Positions of all 13 atoms, in Å:
H  3.5252  0.0561  1.2644  0.2265
H  3.6606  1.1412  -0.4214  0.2080
O  1.6264  0.2231  -0.0146  -0.0153
N  -1.4314  -1.1457  0.0497  -0.4451
H  -3.5989  -0.7156  0.0125  0.3124
C  -2.5128  -0.3736  -0.0272  -0.1243
H  3.2996  -0.8749  -0.6883  0.2677
H  -2.4725  1.9700  -0.0020  0.4059
C  -1.9317  1.0240  0.0038  -0.0786
C  3.1663  0.0808  0.0164  -0.4746
C  -0.3117  -0.3198  0.0783  0.5457
N  0.8729  -0.8157  -0.0906  -0.4297
N  -0.5680  1.1285  -0.0271  -0.3985



[5]
DFT (wB97M-V/def2-TZVPD) results for the molecule C4H5N3O at a distorted geometry.

Summary:
Relative energy (zero: lowest compared OMol25 entry of this formula, charge and spin) = 681.1 kJ/mol
Kohn-Sham gap = 6.33 eV
Multiplicity = 1
HOMO level = -7.3539 eV
Lowest unoccupied orbital energy = -1.0 eV

Each line ends with the Mulliken charge.
Positions of all 13 atoms, in Å:
H  0.4695  -0.3825  2.5310  0.2087
H  0.8427  2.1587  -1.3508  0.2984
N  2.2512  -0.7353  -0.9816  -0.5400
C  -0.3902  0.7015  -0.7528  0.1365
N  0.1001  1.5363  -1.6477  -0.3635
H  -2.6056  0.7769  0.7329  0.3379
C  -0.8917  0.0862  0.2341  0.1648
N  0.6596  -1.2405  2.0151  -0.6833
C  1.3240  -0.8633  -0.3026  0.2802
O  -2.0068  0.0592  0.9746  -0.4523
H  -0.2489  -2.0859  0.3713  0.2916
H  0.2374  1.1801  -2.5858  0.2978
C  0.2588  -1.1914  0.7622  0.0234



[6]
DFT (wB97M-V/def2-TZVPD) results for the molecule C4H5N3O at a distorted geometry.

Summary:
Relative energy (zero: lowest compared OMol25 entry of this formula, charge and spin) = 436.0 kJ/mol
Kohn-Sham gap = 8.45 eV
Multiplicity = 1
HOMO level = -8.3135 eV
Lowest unoccupied orbital energy = 0.1 eV

Each line ends with the Mulliken charge.
Positions of all 13 atoms, in Å:
N  -2.0830  -0.6316  -0.1975  -0.5061
O  0.5841  1.7615  0.0124  -0.5578
H  -1.0689  -2.3482  0.1410  0.3805
C  2.4355  -0.4061  -0.1278  -0.2613
H  -2.1869  1.5980  0.0926  0.4486
H  3.2877  -0.9386  -0.1803  0.3161
N  0.1088  -0.5045  0.2803  0.4624
H  2.6291  0.7190  -0.2414  0.1405
C  -1.6203  0.7386  0.0020  -0.6732
C  -1.0547  -1.2879  -0.0569  -0.1278
C  -0.2473  0.7939  0.1426  0.7283
H  0.1431  2.6904  -0.4235  0.3913
N  1.3234  -0.9843  0.0248  -0.7416



[7]
DFT (wB97M-V/def2-TZVPD) results for the molecule C4H5N3O at a distorted geometry.

Summary:
Relative energy (zero: lowest compared OMol25 entry of this formula, charge and spin) = 440.6 kJ/mol
Kohn-Sham gap = 9.34 eV
Multiplicity = 1
HOMO level = -9.4666 eV
Lowest unoccupied orbital energy = -0.1 eV

Each line ends with the Mulliken charge.
Positions of all 13 atoms, in Å:
H  -2.4039  1.7012  0.5370  0.2944
C  1.0506  1.1126  0.1301  -0.3195
N  -1.6750  -1.4554  -0.1408  -0.6951
H  -3.1872  0.2772  -0.1847  0.3280
C  0.2362  -0.0225  0.1611  0.4568
N  -2.2849  0.8731  -0.3230  -0.5999
H  0.9681  2.1772  0.1818  0.3850
H  3.3093  -1.3645  -0.3205  0.3029
C  -1.1790  -0.2412  0.0279  0.2596
N  2.4376  0.6304  -0.2092  -0.4778
O  1.1840  -0.9925  0.1558  -0.3866
H  -0.9378  -2.1007  0.2744  0.3055
C  2.4820  -0.5948  -0.2897  0.1467



[8]
DFT (wB97M-V/def2-TZVPD) results for a structure of composition C4H5N3O at a distorted geometry.

Summary:
Relative energy (zero: lowest compared OMol25 entry of this formula, charge and spin) = 952.4 kJ/mol
Kohn-Sham gap = 8.84 eV
Multiplicity = 1
HOMO level = -9.0707 eV
Lowest unoccupied orbital energy = -0.2 eV

Each line ends with the Mulliken charge.
Positions of all 13 atoms, in Å:
H  -0.1389  -2.5130  0.5729  0.3725
H  2.9080  -0.7815  0.9233  0.3116
H  -0.7503  2.4303  -0.3659  0.1801
C  0.0355  0.4560  -0.3947  0.1704
C  0.3740  -0.4799  0.5721  -0.0551
H  1.3042  -0.3338  2.4809  0.3344
C  -1.2409  -0.0857  -0.7460  0.4057
N  1.5092  -0.9717  1.3534  -0.6622
N  -0.7183  -1.3622  0.7813  -0.0716
C  -0.3789  1.6927  -1.1240  -0.1830
H  0.1079  2.2830  -1.9351  0.2569
O  -1.3476  0.9298  -1.8800  -0.3526
N  -1.6640  -1.2638  -0.2382  -0.7071



[9]
DFT (wB97M-V/def2-TZVPD) results for a cluster of 2 separate species, C4H5N3O in total at a distorted geometry.

Summary:
Relative energy (zero: lowest compared OMol25 entry of this formula, charge and spin) = 1242.8 kJ/mol
Kohn-Sham gap = 6.58 eV
Multiplicity = 1
HOMO level = -8.7715 eV
Lowest unoccupied orbital energy = -2.2 eV

Each line ends with the Mulliken charge.
Positions of all 13 atoms, in Å:
N  -0.8559  1.9871  0.2697  -0.3199
H  1.1155  2.3637  -0.3902  0.3637
H  1.9841  -1.9688  0.8212  0.1483
H  3.3984  -0.9002  -0.0929  0.2974
H  -0.0600  -1.1706  1.2824  0.0871
C  -2.1577  -0.0211  -0.0508  0.0365
C  -0.8632  0.6350  -0.0157  0.4334
O  0.1864  2.8290  -0.2101  -0.3546
N  0.1587  -0.1996  -0.4789  -0.1158
C  -2.9255  -1.0679  -0.2145  -0.2871
C  2.3413  -0.9999  0.0685  -0.2298
N  1.5356  0.0039  -0.4336  -0.3989
H  -3.8578  -1.4906  -0.5552  0.3396